{"formula": "C20H20Cl5F6HgN2O6P2S2", "method": "wB97M-V/def2-TZVPD", "multiplicity": 2, "homo_energy_ev": [-1.60, -3.08], "gap_ev": [5.527, 6.853], "s_squared": 0.757, "charge": -2, "species": ["Hg", "C", "P", "C", "C", "C", "P", "C", "C", "H", "H", "H", "H", "H", "H", "H", "H", "H", "H", "H", "H", "H", "H", "H", "H", "Cl", "C", "C", "C", "Cl", "C", "Cl", "C", "Cl", "C", "Cl", "O", "C", "O", "C", "C", "C", "C", "C", "N", "H", "H", "H", "H", "F", "C", "F", "F", "S", "O", "O", "N", "S", "O", "O", "C", "F", "F", "F"], "coordinates": [[0.48274, -0.39046, 0.03987], [-3.22161, -0.58137, 3.21026], [-1.61866, -0.68665, 2.27526], [-1.25330, -2.46540, 2.56982], [-0.51000, 0.04879, 3.57162], [-0.56780, 1.58109, 3.52362], [-0.26479, 2.17537, 1.77763], [1.52583, 2.59075, 1.90558], [-0.90912, 3.90068, 1.96271], [-3.12443, -0.95988, 4.23154], [-3.96949, -1.16339, 2.67057], [-3.55180, 0.45822, 3.23748], [-1.31171, -2.72741, 3.62997], [-0.25092, -2.67062, 2.19077], [-1.95888, -3.06093, 1.98932], [0.50070, -0.28479, 3.33539], [-0.78143, -0.33428, 4.56215], [0.16487, 2.02350, 4.20633], [-1.56211, 1.93132, 3.82036], [1.73630, 3.15643, 2.81726], [1.76911, 3.19944, 1.03410], [2.12825, 1.68095, 1.88101], [-0.61759, 4.33057, 2.92463], [-1.99660, 3.90269, 1.87551], [-0.48307, 4.48286, 1.14510], [2.51863, -1.86193, 3.31469], [3.51913, -0.99923, 2.17261], [3.05819, -0.83488, 0.87966], [3.95003, -0.25425, -0.01097], [3.45621, -0.05737, -1.66526], [5.21902, 0.17803, 0.36594], [6.30835, 0.87459, -0.78091], [5.61990, 0.05044, 1.69500], [7.15898, 0.64514, 2.20384], [4.76665, -0.55741, 2.61062], [5.27579, -0.74722, 4.25690], [-2.52115, -3.78760, -1.71059], [-1.61839, -3.03482, -1.29935], [-1.70587, -1.87681, -0.83744], [-0.19442, -3.64663, -1.36011], [0.03281, -4.79393, -2.11959], [1.29666, -5.35512, -2.12266], [2.29848, -4.76190, -1.36372], [1.98698, -3.62102, -0.64284], [0.77203, -3.08369, -0.64657], [-0.78936, -5.21561, -2.67936], [1.51035, -6.24276, -2.70802], [3.29637, -5.17981, -1.32231], [2.72799, -3.10639, -0.03862], [-2.21048, 2.86724, -2.92065], [-1.18806, 2.18861, -3.46010], [-1.47304, 0.89395, -3.41981], [-1.09028, 2.55062, -4.75147], [0.40026, 2.59764, -2.57455], [0.15698, 2.36010, -1.18042], [1.38776, 1.80322, -3.24210], [0.43294, 4.13183, -3.01760], [1.27267, 5.19622, -2.21819], [1.18386, 6.46931, -2.87564], [1.11876, 5.19717, -0.79081], [3.05806, 4.69345, -2.44518], [3.36305, 3.65530, -1.67123], [3.33031, 4.38764, -3.71673], [3.86554, 5.71200, -2.09494]], "atomic_forces_ev_per_a": [[0.2, -0.6, 0.1], [0.1, 0.1, -0.2], [-0.1, -0.4, 0.4], [0.0, 0.1, -0.1], [-0.2, 0.2, -0.2], [0.0, -0.2, -0.2], [0.2, 0.5, 0.4], [-0.1, 0.0, 0.0], [0.1, -0.2, -0.1], [0.0, 0.0, 0.0], [0.0, 0.0, 0.0], [-0.1, 0.0, 0.0], [0.0, 0.0, 0.0], [0.0, -0.1, 0.0], [0.0, 0.0, 0.0], [0.0, 0.0, 0.1], [0.1, -0.1, 0.0], [-0.1, 0.1, 0.0], [0.0, 0.0, 0.0], [0.0, 0.0, 0.0], [0.1, 0.0, -0.1], [0.0, 0.0, 0.0], [0.0, 0.1, 0.0], [0.0, 0.0, 0.0], [-0.1, 0.1, 0.0], [-0.2, -0.2, 0.2], [0.1, 0.1, -0.4], [-0.2, 0.3, 0.0], [-0.1, -0.1, 0.3], [0.0, 0.1, -0.1], [0.0, 0.0, 0.0], [0.1, 0.1, -0.1], [-0.1, 0.0, 0.0], [0.1, 0.0, 0.0], [0.0, 0.0, -0.1], [0.0, 0.0, 0.1], [0.0, 0.0, 0.0], [0.1, 0.0, 0.0], [0.2, 0.1, 0.1], [-0.3, -0.1, 0.0], [0.1, -0.1, 0.0], [0.0, 0.1, 0.0], [0.0, -0.1, 0.1], [0.0, -0.2, -0.1], [0.0, 0.3, 0.1], [0.0, 0.0, 0.0], [0.0, 0.0, 0.0], [0.0, 0.0, 0.0], [0.0, 0.0, 0.0], [0.1, -0.1, 0.0], [0.0, 0.4, -0.1], [0.2, 0.0, 0.2], [0.0, -0.1, 0.1], [-0.5, 0.1, -0.6], [0.0, 0.1, 0.0], [0.1, 0.0, -0.1], [0.5, -0.1, 0.4], [0.1, 0.3, 0.0], [0.0, -0.1, -0.3], [0.0, -0.2, 0.2], [-0.1, 0.2, 0.0], [0.0, -0.1, -0.1], [0.0, 0.0, 0.1], [-0.1, 0.0, 0.0]]}

=====

{"formula": "C20H20ClF4N3O10S", "method": "wB97M-V/def2-TZVPD", "smiles": "CNCc1c(C)c(F)c2nsnc2c1CC(=O)Cl.O=C1OC[C@@H](F)O1.O=C1OC[C@@H](F)O1.O=C1OC[C@@H](F)O1", "homo_energy_ev": -8.52, "gap_ev": 7.098, "species": ["C", "N", "C", "C", "C", "C", "C", "F", "C", "N", "S", "N", "C", "C", "C", "C", "O", "Cl", "H", "H", "H", "H", "H", "H", "H", "H", "H", "H", "H", "O", "C", "O", "C", "C", "F", "O", "H", "H", "H", "O", "C", "O", "C", "C", "F", "O", "H", "H", "H", "O", "C", "O", "C", "C", "F", "O", "H", "H", "H"], "coordinates": [[-4.33029, 2.40370, -1.77463], [-2.94216, 2.24576, -2.29569], [-1.93879, 3.05373, -1.54422], [-0.92113, 2.20522, -0.64516], [0.44578, 1.57576, -1.17036], [0.90726, 1.74312, -2.69615], [1.40450, 0.77491, -0.21447], [2.63267, 0.17635, -0.69772], [1.06382, 0.56336, 1.30188], [1.75362, -0.14364, 2.35775], [0.74137, 0.04532, 3.75032], [-0.58191, 0.98713, 3.22555], [-0.28260, 1.20297, 1.82494], [-1.27356, 2.00814, 0.87516], [-2.59091, 2.59914, 1.57621], [-2.15535, 3.99923, 2.26789], [-1.02903, 4.10378, 2.83076], [-3.29050, 5.43351, 2.25485], [-5.03574, 1.88744, -2.53873], [-4.52487, 1.88411, -0.77145], [-4.68061, 3.50470, -1.71960], [-2.66571, 1.26188, -2.40814], [-2.44743, 3.82063, -0.83669], [-1.37609, 3.70607, -2.32351], [0.33863, 2.58173, -3.23020], [2.02936, 2.03421, -2.68986], [0.86394, 0.74116, -3.27867], [-2.90155, 1.85777, 2.38964], [-3.44884, 2.75599, 0.82845], [7.37674, -4.22006, -2.15905], [6.32075, -3.65786, -2.24181], [6.11221, -2.36359, -1.86490], [4.78167, -2.04018, -2.24280], [4.13135, -3.38359, -2.30297], [3.15890, -3.41064, -3.24779], [5.18158, -4.23514, -2.71557], [4.79244, -1.53224, -3.21173], [4.31335, -1.38350, -1.50809], [3.73011, -3.73148, -1.34721], [-5.65472, 0.00998, -0.17226], [-6.58220, 0.64268, 0.25274], [-7.32838, 0.27259, 1.33192], [-8.22962, 1.33942, 1.58907], [-8.31236, 2.01687, 0.25896], [-8.51473, 3.34770, 0.40343], [-7.02524, 1.81553, -0.28823], [-7.81412, 1.98652, 2.36696], [-9.19697, 0.96320, 1.92568], [-9.06713, 1.59786, -0.41304], [4.09743, -4.48808, 0.72437], [5.14457, -4.48779, 1.30926], [6.05812, -5.49564, 1.23920], [7.20253, -5.05712, 1.95625], [6.62776, -4.03070, 2.87845], [7.52410, -3.04840, 3.13207], [5.56207, -3.48410, 2.12932], [7.93011, -4.63586, 1.25646], [7.67036, -5.88403, 2.49295], [6.24542, -4.43555, 3.82021]], "atomic_forces_ev_per_a": [[-1.2, -0.7, -0.5], [-0.3, 0.8, 1.0], [1.1, 0.5, 0.1], [1.1, -1.5, 4.2], [1.1, -1.4, 2.5], [0.8, -0.1, 0.7], [-2.4, 1.3, -0.2], [-3.1, 1.6, 1.0], [-1.1, 0.3, 1.0], [-3.9, 2.6, -1.3], [-0.1, 1.1, -3.0], [3.6, -1.1, -4.2], [-0.5, 0.2, -0.3], [2.2, -0.7, -2.3], [0.7, 0.4, -0.6], [4.6, -0.8, 2.1], [-5.6, -0.1, -2.7], [0.7, -1.4, -0.2], [1.1, 0.8, 1.4], [0.4, 0.9, -1.4], [0.9, -1.7, -0.1], [-0.3, 0.7, 0.4], [0.7, -1.4, -1.2], [-0.5, -1.1, 1.5], [0.7, -1.4, 0.8], [-1.9, -0.4, 0.0], [-0.2, 1.7, 1.0], [0.4, 1.2, -1.0], [1.4, -0.2, 1.3], [-1.0, 0.6, 0.0], [1.4, -0.6, 0.0], [0.1, -0.8, -0.1], [-0.2, 1.1, 0.3], [-0.7, -0.3, -0.3], [-0.2, -0.1, -0.1], [0.4, 0.4, 0.6], [-0.1, -0.2, 0.0], [0.2, -0.1, 0.0], [-0.1, 0.0, -0.2], [-1.1, 0.7, 0.6], [1.4, -1.2, -0.4], [0.3, 0.2, -0.7], [-0.6, -0.2, 0.9], [-0.1, 0.8, -0.1], [-0.1, 0.1, -0.2], [-0.3, -0.7, 0.3], [0.0, 0.1, -0.2], [0.2, -0.2, -0.1], [0.0, 0.2, 0.0], [1.0, 0.1, 0.5], [-1.1, -0.2, -0.9], [-0.6, 0.6, 0.1], [0.8, -0.7, -0.1], [0.4, 0.7, 0.2], [0.0, 0.1, 0.2], [-0.2, -0.8, -0.1], [-0.1, 0.2, 0.1], [-0.2, 0.0, -0.1], [0.1, 0.2, 0.0]]}

=====

{"formula": "C20H20F3N3O3S", "method": "wB97M-V/def2-TZVPD", "homo_energy_ev": -7.53, "gap_ev": 5.233, "species": ["C", "C", "N", "C", "C", "C", "C", "N", "C", "C", "C", "C", "C", "O", "H", "H", "H", "H", "H", "H", "H", "H", "H", "H", "H", "H", "H", "H", "H", "H", "F", "C", "F", "F", "S", "N", "C", "O", "C", "C", "C", "C", "C", "C", "C", "O", "H", "H", "H", "H"], "coordinates": [[3.58921, 0.49009, 4.23120], [2.95758, 1.41629, 3.20717], [1.48444, 1.19168, 3.02177], [0.70710, 1.70640, 4.18315], [-0.12490, 2.96418, 3.98536], [1.15274, 0.00199, 2.33179], [-0.26267, -0.10911, 1.71078], [-1.19365, -0.85780, 2.65886], [-0.95696, -2.22076, 2.52995], [-1.99377, -3.13785, 2.55616], [-3.27267, -2.72798, 2.90428], [-3.50029, -1.37102, 3.14453], [-2.48120, -0.43074, 2.90870], [1.94019, -0.92278, 2.18435], [4.67406, 0.48298, 4.09668], [3.36038, 0.80046, 5.25767], [3.21378, -0.51914, 4.04954], [3.02868, 2.47242, 3.49227], [3.43265, 1.27378, 2.22602], [0.04851, 0.92191, 4.58255], [1.44740, 1.93539, 4.96570], [-0.08735, 3.55854, 4.90898], [0.18532, 3.58265, 3.13837], [-1.16742, 2.67753, 3.82662], [-0.53429, 0.92088, 1.44727], [0.06103, -2.56009, 2.31383], [-1.75153, -4.14434, 2.24340], [-4.07948, -3.45995, 2.97388], [-4.48809, -1.01408, 3.44128], [-2.69981, 0.64494, 2.91075], [-2.52796, -0.98833, -0.91488], [-1.37944, -0.27251, -0.76103], [-0.76639, -0.11578, -1.95899], [-1.72424, 0.97454, -0.33245], [-0.26272, -1.25017, 0.31510], [1.35290, 1.93846, -0.11094], [0.87971, 3.17886, 0.10209], [0.02799, 3.52995, 0.94222], [1.58102, 4.12740, -0.85306], [2.28287, 3.32669, -1.73631], [3.09942, 3.85697, -2.73985], [3.14074, 5.26501, -2.82773], [2.47758, 6.08512, -1.85892], [1.70013, 5.51897, -0.82964], [2.06544, 1.89670, -1.27880], [2.50012, 0.91567, -1.85794], [3.65006, 3.17819, -3.41728], [3.68351, 5.73713, -3.65206], [2.56467, 7.17498, -1.92085], [1.19626, 6.09091, -0.03076]], "atomic_forces_ev_per_a": [[0.0, 0.0, 0.1], [-0.8, -0.2, -0.7], [0.2, -1.3, -0.2], [0.1, -0.1, -0.1], [-0.3, 0.2, 0.0], [1.1, 0.7, 1.2], [0.8, 0.2, 1.0], [-1.6, -0.7, -0.4], [-0.8, 0.3, 0.5], [0.6, 0.3, 0.4], [0.1, 0.3, 0.0], [0.4, 0.6, -0.1], [0.5, -0.9, 0.2], [-0.7, 0.5, -0.4], [-0.1, 0.0, 0.1], [0.1, -0.1, -0.1], [0.2, 0.1, 0.2], [0.2, -0.2, -0.2], [-0.2, 0.1, 0.3], [0.3, 0.0, 0.0], [-0.2, -0.4, -0.3], [-0.1, -0.1, -0.2], [0.0, -0.2, 0.1], [-0.1, 0.3, -0.2], [-0.5, -0.3, 0.1], [-0.3, 0.5, 0.3], [-0.1, -0.1, 0.3], [0.2, 0.3, -0.1], [0.4, -0.1, -0.2], [0.5, -0.5, -0.1], [0.5, 0.6, -0.3], [0.4, 0.8, -0.9], [-1.0, -0.3, 0.9], [0.2, -1.5, -0.2], [0.5, 1.8, -1.6], [-1.0, -1.2, 0.2], [0.0, 0.6, 0.4], [0.7, -0.4, -0.6], [0.2, 0.6, 0.3], [0.5, 0.4, -0.5], [-0.5, 0.2, 0.2], [-0.4, 0.1, 0.7], [0.2, -0.5, -0.4], [0.0, -0.5, -0.4], [0.3, 0.3, 0.0], [-0.1, 0.1, 0.2], [-0.4, 0.6, 0.4], [-0.1, -0.1, 0.4], [0.1, -0.4, -0.1], [0.3, -0.2, -0.7]]}

=====

{"formula": "C20H20F3NO2", "method": "wB97M-V/def2-TZVPD", "smiles": "COc1ccc(C(=O)[C@@H]2CCCN(Cc3ccc(F)cc3F)C2)cc1F", "homo_energy_ev": -8.46, "gap_ev": 8.781, "species": ["C", "O", "C", "C", "C", "C", "C", "O", "C", "C", "C", "C", "N", "C", "C", "C", "C", "C", "F", "C", "C", "F", "C", "C", "C", "F", "H", "H", "H", "H", "H", "H", "H", "H", "H", "H", "H", "H", "H", "H", "H", "H", "H", "H", "H", "H"], "coordinates": [[-6.58234, -2.75339, 0.15320], [-5.27273, -2.61075, 0.66717], [-4.56831, -1.48388, 0.44211], [-3.28294, -1.45799, 0.99809], [-2.44230, -0.37921, 0.85077], [-2.84891, 0.74543, 0.13045], [-2.02209, 1.95725, -0.09852], [-2.49327, 2.94081, -0.63146], [-0.56498, 1.89093, 0.29507], [0.07321, 3.28100, 0.33038], [1.57076, 3.16792, 0.60104], [2.22325, 2.23555, -0.42712], [1.59840, 0.92777, -0.49301], [1.94777, 0.03799, 0.60227], [3.36967, -0.42698, 0.43383], [4.40716, 0.05579, 1.21970], [5.71478, -0.35347, 1.02305], [5.98226, -1.26240, 0.01638], [7.24955, -1.66713, -0.18535], [4.98224, -1.77527, -0.78997], [3.68952, -1.34216, -0.56419], [2.70718, -1.84805, -1.33010], [0.18799, 1.03698, -0.75949], [-4.12919, 0.73690, -0.42015], [-4.96469, -0.34756, -0.27044], [-6.19151, -0.26816, -0.84560], [-6.90970, -3.74065, 0.47506], [-7.25871, -1.99681, 0.55769], [-6.59422, -2.70492, -0.93813], [-2.97370, -2.32880, 1.55428], [-1.46974, -0.42301, 1.31341], [-0.46404, 1.41721, 1.27519], [-0.40926, 3.89008, 1.09765], [-0.09560, 3.76800, -0.63187], [2.03848, 4.15141, 0.54422], [1.73389, 2.78130, 1.61021], [3.28500, 2.10258, -0.20813], [2.13550, 2.68266, -1.42193], [1.83333, 0.49867, 1.59612], [1.28466, -0.82964, 0.54481], [4.18746, 0.76353, 2.00512], [6.51898, 0.02219, 1.63469], [5.20138, -2.48795, -1.56800], [-0.24141, 0.03481, -0.82362], [0.07341, 1.51926, -1.73488], [-4.46984, 1.59652, -0.97704]], "atomic_forces_ev_per_a": [[-0.5, -0.1, -0.2], [0.3, 0.1, 0.1], [0.3, 0.2, 0.1], [-0.3, -0.1, -0.1], [0.0, 0.2, -0.1], [-0.6, -0.2, -0.1], [0.2, 0.1, 0.2], [0.0, -0.1, 0.0], [0.1, 0.4, -0.4], [0.0, -0.1, 0.2], [0.0, -0.1, -0.2], [0.1, 0.2, 0.2], [0.1, -0.2, -0.1], [0.1, 0.0, -0.2], [-0.2, -0.1, 0.0], [0.0, -0.2, -0.2], [0.3, -0.1, -0.1], [-0.2, 0.1, 0.1], [-0.1, 0.0, 0.0], [0.0, 0.0, 0.0], [0.2, 0.1, 0.2], [0.0, 0.0, 0.1], [-0.2, -0.1, 0.2], [0.1, -0.1, 0.1], [0.0, 0.0, 0.0], [0.1, -0.1, 0.1], [0.0, 0.1, 0.0], [0.1, -0.1, 0.0], [0.0, 0.0, 0.1], [0.0, -0.1, 0.1], [0.1, 0.0, 0.0], [0.0, 0.0, 0.0], [0.0, 0.1, -0.1], [0.0, 0.0, 0.0], [0.0, 0.0, 0.1], [0.1, 0.0, 0.1], [0.0, 0.1, -0.1], [0.1, 0.1, 0.0], [0.0, -0.1, 0.0], [0.0, 0.1, 0.1], [-0.1, 0.1, 0.1], [0.1, 0.0, 0.0], [0.0, -0.1, -0.1], [0.0, 0.0, -0.1], [-0.1, 0.0, 0.0], [-0.1, 0.1, -0.1]]}

=====

Number 1: calculated total energy -159671.05186 eV, molar mass 1002.313 g mol⁻¹. Number 2: calculated total energy -80230.87000 eV, molar mass 605.903 g mol⁻¹. Number 3: calculated total energy -50662.32110 eV, molar mass 439.459 g mol⁻¹. Number 4: calculated total energy -34801.73534 eV, molar mass 363.379 g mol⁻¹.